175
Properties=species:S:1:pos:R:3 method="wB97M-V/def2-TZVPD" e_tot_ev=-201936.151
C -1.95 -5.76 0.64
C -1.73 -5.09 -0.78
C -1.03 -3.66 -0.53
C 0.39 -3.73 -1.20
C 1.23 -2.36 -1.20
C 2.03 -2.23 0.16
O 1.28 -2.77 1.28
C 1.35 -1.94 2.40
C 0.07 -1.68 3.10
C -0.04 -0.87 4.30
C 1.18 -0.28 4.88
C 2.44 -0.52 4.19
C 2.56 -1.36 2.97
C 2.22 -2.52 -2.46
C 3.08 -3.84 -2.44
C 2.53 -5.07 -3.25
C 2.45 -4.97 -4.83
C 2.88 -3.62 -5.50
C 0.98 -5.45 -5.28
C -0.07 -4.27 -5.37
C -0.56 -3.96 -6.84
C -1.79 -3.26 -6.94
C -1.92 -1.72 -6.62
C -3.14 -3.98 -7.36
C 3.05 -1.18 -2.48
C 4.10 -1.04 -3.67
C 3.51 -0.44 -5.01
O 4.07 -0.71 -6.05
N 2.18 0.04 -2.56
N 2.64 1.11 -1.77
C 0.80 -0.25 -2.34
N -0.08 0.46 -3.01
P 0.33 1.74 -4.19
N 0.00 3.24 -3.31
O -0.72 1.64 -5.53
N 0.27 -1.26 -1.47
C -0.15 -0.48 -0.29
O 0.52 0.53 0.06
O -1.23 -0.71 0.37
H -0.97 -6.12 1.06
H -2.36 -4.95 1.31
H -2.69 -6.61 0.52
H -1.04 -5.74 -1.39
H -2.68 -4.96 -1.37
H -1.66 -2.93 -1.10
H -1.03 -3.41 0.55
H 0.20 -3.94 -2.30
H 1.03 -4.50 -0.71
H 2.99 -2.84 0.15
H 2.38 -1.18 0.36
H -0.86 -2.14 2.68
H -1.06 -0.77 4.75
H 1.06 0.31 5.82
H 3.35 -0.06 4.65
H 3.55 -1.53 2.49
H 1.52 -2.62 -3.34
H 4.14 -3.67 -2.80
H 3.21 -4.22 -1.38
H 1.53 -5.46 -2.89
H 3.23 -5.93 -3.02
H 3.13 -5.76 -5.27
H 3.94 -3.41 -5.21
H 2.18 -2.76 -5.35
H 2.90 -3.80 -6.61
H 0.59 -6.28 -4.64
H 1.11 -5.86 -6.32
H -0.99 -4.63 -4.82
H 0.24 -3.32 -4.86
H -0.01 -4.28 -7.76
H -1.79 -1.52 -5.51
H -2.97 -1.37 -6.85
H -1.17 -1.13 -7.21
H -3.14 -4.19 -8.47
H -4.00 -3.28 -7.13
H -3.33 -4.91 -6.77
H 3.66 -1.04 -1.54
H 4.84 -0.25 -3.32
H 4.72 -1.95 -3.86
H 2.59 0.21 -5.06
H 3.56 1.38 -2.14
H 2.77 0.84 -0.78
H -1.08 0.26 -2.84
H -1.03 3.30 -3.31
H 0.35 3.04 -2.36
H -1.61 1.44 -5.17
C 8.09 -5.04 3.46
C 7.19 -5.50 2.30
C 6.86 -4.45 1.24
F 6.18 -3.40 1.75
F 6.08 -4.98 0.27
F 6.06 -6.05 2.80
F 7.85 -6.52 1.67
O 7.43 -4.68 4.68
C 6.96 -3.37 4.80
C 5.44 -3.32 4.97
F 4.82 -3.86 3.91
F 5.02 -2.03 5.06
F 7.40 -2.63 3.77
F 7.55 -2.87 5.91
H 8.69 -5.91 3.74
H 8.81 -4.29 3.15
H 7.77 -4.07 0.77
H 5.13 -3.86 5.86
C 0.03 2.64 9.29
C -0.32 1.61 8.20
C -1.74 1.05 8.26
F -1.98 0.38 9.40
F -1.93 0.16 7.24
F 0.60 0.62 8.23
F -0.16 2.24 7.00
O 0.74 2.17 10.43
C 0.00 1.63 11.49
C 0.33 0.15 11.74
F 0.07 -0.60 10.65
F -0.42 -0.34 12.75
F -1.31 1.84 11.29
F 0.34 2.34 12.59
H 0.72 3.35 8.83
H -0.83 3.25 9.58
H -2.48 1.84 8.15
H 1.39 0.03 11.99
C -0.17 7.87 -0.60
C 1.31 8.32 -0.61
C 1.59 9.68 -1.24
F 1.26 9.71 -2.55
F 2.92 9.96 -1.17
F 2.06 7.36 -1.18
F 1.71 8.39 0.70
O -0.57 6.97 -1.63
C -0.96 7.51 -2.85
C -0.05 7.05 -4.00
F 1.22 7.44 -3.80
F -0.45 7.61 -5.17
F -1.06 8.84 -2.76
F -2.22 7.05 -3.08
H -0.30 7.30 0.32
H -0.86 8.72 -0.51
H 1.06 10.48 -0.73
H -0.07 5.97 -4.10
C -3.49 0.96 -9.64
C -3.46 -0.31 -10.50
C -3.90 -0.14 -11.96
F -5.18 0.27 -12.07
F -3.82 -1.33 -12.61
F -4.19 -1.27 -9.89
F -2.17 -0.76 -10.51
O -4.63 1.14 -8.80
C -5.76 1.75 -9.36
C -6.98 0.83 -9.36
F -6.74 -0.29 -10.09
F -8.04 1.45 -9.92
F -5.47 2.24 -10.58
F -6.02 2.83 -8.58
H -2.66 0.86 -8.93
H -3.25 1.86 -10.21
H -3.25 0.57 -12.48
H -7.24 0.53 -8.35
C -5.74 3.64 10.45
C -4.70 3.70 9.31
C -3.50 4.61 9.55
F -3.84 5.89 9.71
F -2.65 4.56 8.48
F -5.33 4.03 8.16
F -4.23 2.43 9.13
O -6.90 4.46 10.31
C -6.81 5.79 10.74
C -7.02 6.78 9.60
F -6.09 6.63 8.64
F -6.92 8.05 10.05
F -5.66 5.99 11.40
F -7.80 5.94 11.65
H -6.13 2.62 10.44
H -5.28 3.75 11.43
H -2.93 4.28 10.43
H -8.01 6.66 9.14

***

6
Properties=species:S:1:pos:R:3 method="wB97M-V/def2-TZVPD" e_tot_ev=-66444.238 e_above_lowest_kcal_mol=72.7
C 1.49 -0.02 0.31
Se -3.20 0.03 -0.08
H 2.18 -0.79 0.62
H 1.59 0.82 -0.26
H 0.79 0.22 1.06
H -2.84 -1.01 1.03